--- P ---
2 unconnected molecules or ions with the total composition C3H11NOS, computed with wB97M-V/def2-TZVPD.

Geometry (Å):
C: -2.13490 4.32793 0.92940
S: -1.27601 3.01576 1.81973
C: 0.33716 3.14645 1.04642
H: -2.94626 4.71407 1.53873
H: -2.52078 3.95782 -0.01523
H: -1.45553 5.13371 0.68586
H: 1.06521 2.58922 1.62457
H: 0.32281 2.76885 0.02648
H: 0.70365 4.16576 1.04179
N: 1.46164 -4.14839 -2.00014
C: 0.70016 -3.77557 -0.87544
O: 0.74651 -4.66033 0.24650
H: 2.45366 -4.23635 -1.86005
H: 1.09949 -4.87845 -2.59554
H: 1.07446 -2.84352 -0.44885
H: -0.35716 -3.68891 -1.14495
H: 0.72589 -5.58806 -0.01930

## Properties
total charge = 0
lowest unoccupied orbital energy = 0.035 Eh
gap between HOMO and LUMO = 9.39 eV

--- Q ---
3 unconnected molecules or ions with the total composition C3H11NOS, computed with wB97M-V/def2-TZVPD.

Geometry (Å):
C: -1.94135 -0.53966 0.65332
C: -0.59852 -0.27104 0.00590
C: 0.56280 -0.88915 0.88341
S: 2.12812 -0.29717 0.19044
N: -3.10647 -0.30823 -0.22258
H: -2.06239 -1.53415 1.17755
H: -2.08410 0.15423 1.47486
H: -0.49207 0.81777 -0.04652
H: -0.60857 -0.72721 -1.04208
H: 0.37598 -0.57197 1.95141
H: 0.46288 -1.99584 0.93503
H: 1.13615 1.14645 1.05555
H: -3.35929 -1.14978 -0.62260
H: -2.86461 0.28084 -1.00133
H: 1.47088 1.57874 -0.86554
H: 1.24527 2.37786 -2.24896
O: 0.79221 2.09181 -1.43902

## Properties
total charge = 0
lowest unoccupied orbital energy = -0.050 Eh
gap between HOMO and LUMO = 7.65 eV

Verdict on stability: P comes out on top.

--- P ---
2 unconnected molecules or ions with the total composition H3OPS, computed with wB97M-V/def2-TZVPD.

Geometry (Å):
O: -0.06881 1.10281 -0.71330
P: -0.86325 0.81844 0.63768
S: -2.42641 -0.29207 -0.16005
H: 0.92563 1.12966 -0.42611
H: 1.64784 -0.94546 2.00529
H: -2.28502 0.06577 -1.56636

## Properties
total charge = 0
lowest unoccupied orbital energy (alpha / beta) = -0.010 / -0.018 Eh
gap between HOMO and LUMO (alpha / beta) = 9.82 / 6.74 eV

--- Q ---
2 unconnected molecules or ions with the total composition H3OPS, computed with wB97M-V/def2-TZVPD.

Geometry (Å):
O: 0.68445 1.48008 -0.55033
P: 0.56355 -0.11637 -0.73781
S: 0.17650 -0.92233 1.22484
H: 0.20730 2.07571 -0.00797
H: -1.44362 -0.26190 -1.01520
H: -0.18818 -2.25519 1.08647

## Properties
total charge = 0
lowest unoccupied orbital energy = 0.002 Eh
gap between HOMO and LUMO = 8.60 eV

Verdict on stability: Q comes out on top.

--- P ---
2 unconnected molecules or ions with the total composition C4H10NOP, computed with wB97M-V/def2-TZVPD.

Geometry (Å):
C: 1.14202 1.93656 -1.85886
C: -0.32771 0.35003 1.91726
C: 0.46946 -2.12735 -0.15594
C: -1.19382 0.29363 0.66903
N: 1.58191 1.26851 -0.92489
O: -1.06653 -0.57061 -1.94743
P: -0.28194 -0.48296 -0.68304
H: 1.61292 2.88997 -2.14796
H: 0.19734 1.66178 -2.41708
H: -0.03256 -0.69187 2.18263
H: 0.70476 0.83188 1.58015
H: -0.79094 0.88914 2.83826
H: 1.22368 -1.81620 0.61847
H: -0.47360 -2.47273 0.22738
H: 0.83239 -2.73363 -1.03474
H: -1.53461 1.21954 0.28563
H: -2.06274 -0.44572 0.85115

## Properties
total charge = 0
lowest unoccupied orbital energy (alpha / beta) = 0.000 / 0.000 Eh
gap between HOMO and LUMO (alpha / beta) = 8.12 / 8.13 eV

--- Q ---
A single C4H10NOP molecule, computed with wB97M-V/def2-TZVPD.

Geometry (Å):
C: 0.78024 0.51966 1.25132
C: 0.25229 -1.53306 0.05186
C: 0.87380 0.54805 -1.23099
C: 0.10853 -0.08948 -0.05989
N: -1.28910 0.26537 -0.15184
O: -3.71813 0.63083 -0.10150
P: -2.78178 -0.45759 0.20071
H: 0.52770 1.65319 1.19536
H: 0.33904 0.22898 2.13450
H: 1.89540 0.49053 1.20866
H: -0.40989 -2.13142 -0.63165
H: 0.29441 -1.72462 1.08898
H: 1.28640 -1.82842 -0.23017
H: 0.25867 0.61715 -2.09557
H: 1.30544 1.57249 -0.91509
H: 1.71758 -0.00130 -1.49567
H: -1.44061 1.23965 -0.21902

## Properties
total charge = 0
lowest unoccupied orbital energy = 0.013 Eh
gap between HOMO and LUMO = 10.12 eV

Verdict on stability: Q comes out on top.

--- P ---
6 unconnected molecules or ions with the total composition C12H36O6, computed with wB97M-V/def2-TZVPD.

Geometry (Å):
C: -1.30190 16.92596 9.93324
C: -2.28716 17.61513 10.85481
O: -2.59368 16.58308 11.77333
H: -0.81096 17.68437 9.32341
H: -1.74101 16.24117 9.20773
H: -0.52295 16.44333 10.52350
H: -3.18889 17.85738 10.29241
H: -2.04236 18.52999 11.39444
H: -2.97266 16.98875 12.55654
C: 1.98408 12.93683 10.62347
C: 2.26098 13.91770 11.82007
O: 1.87139 15.20703 11.56086
H: 2.32304 11.93252 10.87754
H: 2.25107 13.21998 9.60531
H: 0.92865 12.67634 10.54389
H: 3.33979 14.00689 11.94772
H: 1.92506 13.58249 12.80135
H: 1.70131 15.68847 12.37382
C: -1.92844 10.07513 15.46370
C: -1.08468 9.40843 14.46020
O: 0.19241 8.89044 14.94560
H: -2.76717 10.50097 14.91297
H: -1.43763 11.00105 15.76345
H: -2.37541 9.46246 16.24661
H: -0.92531 9.93492 13.51920
H: -1.73804 8.61767 14.09153
H: 0.43838 8.05801 14.53554
C: -1.75938 12.78271 12.32830
C: -3.18944 13.25059 12.09005
O: -3.31142 13.96801 10.90546
H: -1.59232 11.93193 11.66772
H: -1.49989 12.60260 13.37154
H: -0.95959 13.50551 12.16711
H: -3.58447 13.81830 12.93253
H: -3.76525 12.32514 12.08077
H: -3.02045 14.84599 11.16252
C: -7.07875 13.54888 12.62880
C: -7.83150 12.92213 11.39885
O: -8.08779 11.52207 11.54162
H: -7.81613 13.67916 13.42089
H: -6.61196 14.47134 12.28347
H: -6.30998 12.85304 12.96482
H: -7.38215 13.10031 10.42190
H: -8.77726 13.45976 11.33115
H: -8.80301 11.39562 10.91387
C: -1.15793 12.88859 6.44397
C: -1.35276 13.10389 7.93579
O: -2.69488 13.31601 8.31021
H: -1.70000 13.69341 5.94747
H: -1.55894 11.93691 6.09525
H: -0.12939 13.03393 6.11371
H: -0.68050 13.88704 8.28628
H: -1.01061 12.23938 8.50468
H: -2.82620 13.61848 9.21179

## Properties
total charge = 0
lowest unoccupied orbital energy = 0.013 Eh
gap between HOMO and LUMO = 9.67 eV

--- Q ---
6 unconnected molecules or ions with the total composition C12H36O6, computed with wB97M-V/def2-TZVPD.

Geometry (Å):
C: 17.69253 4.96119 2.67895
C: 16.94740 5.93205 1.77867
O: 15.49622 5.74403 1.98422
H: 17.24570 5.15286 3.65450
H: 18.77909 4.95360 2.59257
H: 17.36414 3.93947 2.48831
H: 17.38104 5.94158 0.77870
H: 17.27842 6.87498 2.21390
H: 15.23508 5.97377 2.87898
C: 24.01315 0.24979 6.31397
C: 22.98834 0.71424 7.33647
O: 22.10845 -0.38243 7.41964
H: 24.51646 -0.67485 6.59652
H: 24.87556 0.90492 6.19081
H: 23.69291 0.19366 5.27358
H: 22.43401 1.56287 6.93570
H: 23.59733 1.02085 8.18690
H: 21.62380 -0.56901 6.61224
C: 31.64725 3.14320 3.06346
C: 32.99354 3.75541 2.77973
O: 33.34929 3.76212 1.41923
H: 31.37486 3.48777 4.06105
H: 31.62524 2.05350 3.05002
H: 30.82899 3.58330 2.49349
H: 33.72418 3.10951 3.26664
H: 33.06990 4.76557 3.18202
H: 34.23362 4.11513 1.29706
C: 24.11591 5.32430 3.74096
C: 25.62554 5.27975 3.40259
O: 26.18900 6.37827 4.11850
H: 23.65640 4.36703 3.49480
H: 23.55852 6.11932 3.24561
H: 23.98107 5.43022 4.81738
H: 25.79376 5.31506 2.32623
H: 25.90028 4.28529 3.75424
H: 25.75061 7.19425 3.86631
C: 21.26532 10.57724 2.48011
C: 22.60971 11.20808 2.84771
O: 23.63462 10.19694 2.71054
H: 21.33499 10.00264 1.55649
H: 20.53169 11.38194 2.43181
H: 21.00697 9.89373 3.28892
H: 22.59142 11.61495 3.85877
H: 22.82013 12.01281 2.14326
H: 24.29744 10.62364 2.16263
C: 26.08674 6.98762 10.86531
C: 26.00420 6.48860 9.41673
O: 27.22041 6.05983 8.83129
H: 26.23950 6.08971 11.46410
H: 25.16184 7.39868 11.26991
H: 26.87358 7.68366 11.15603
H: 25.52579 7.10790 8.65799
H: 25.18997 5.76415 9.39933
H: 27.03560 6.10374 7.89027

## Properties
total charge = 0
lowest unoccupied orbital energy = 0.014 Eh
gap between HOMO and LUMO = 10.29 eV

Verdict on stability: P comes out on top.